Here is a cluster of 6 separate species, C50H86BrClFIO17 in total in a non-equilibrium geometry from OMol25. Energies are from the ωB97M-V functional and the def2-TZVPD basis.

ORCA input file:
```
! wB97M-V def2-TZVPD RIJCOSX def2/J DEFGRID3
* xyz 0 1
H -6.368 9.672 -3.270
H 1.137 -0.231 4.882
O -3.471 -5.515 -2.648
C 3.910 -1.836 -6.748
H -0.945 3.734 0.975
Br 1.838 -6.266 2.604
C 0.550 -7.078 -1.610
H 0.903 -7.692 -0.774
O 1.123 -4.721 -8.642
C 3.632 -3.651 2.243
H -3.381 0.783 4.462
C 1.138 5.469 2.853
O 0.329 4.394 2.382
O -1.611 7.803 -2.016
H 1.431 1.160 2.164
H 0.367 -6.080 -10.009
H 0.238 4.352 -1.004
O 3.212 -3.060 -6.804
C -1.554 -4.055 -2.909
H 2.231 1.926 3.619
H -5.455 -5.484 -3.240
H -3.002 -4.572 -4.397
H 6.861 -5.023 5.224
C -4.538 7.956 -4.320
O -4.519 8.748 -3.141
H 1.385 -4.860 -4.684
C -4.894 -3.751 3.662
H 1.012 7.421 3.733
H -3.108 0.252 2.327
C 1.543 -4.372 -5.650
H -1.182 -3.275 -3.578
H -4.798 8.564 -5.194
C 3.514 -5.892 3.456
H -0.107 0.025 3.646
H -0.095 7.739 -3.433
H -2.415 9.725 -3.636
H -4.717 -4.546 2.928
H 1.311 -6.334 -1.872
H -3.874 -1.959 4.330
H -0.686 -2.396 -7.080
C 6.462 -0.256 4.618
H -4.996 0.805 5.176
C 1.835 1.008 3.167
H -1.710 6.181 -0.801
C 0.068 1.631 5.006
C 5.924 -5.269 4.730
H -2.864 -3.377 4.140
C -3.695 -2.826 3.693
H 1.037 -2.368 -7.385
H -1.968 7.614 2.481
H -4.609 1.940 3.862
H 2.980 4.947 -1.556
H -0.799 5.475 1.014
H 0.437 -4.949 -0.401
H 1.563 5.110 3.795
H -3.328 6.575 -5.370
H -5.028 -4.202 4.655
C -4.124 -0.124 2.154
C -4.843 -5.426 -2.333
C -4.440 0.928 4.247
O 7.168 -2.868 3.353
C -0.053 -4.000 -8.309
C -0.227 4.553 1.081
C 4.133 0.266 3.807
C 5.364 -4.380 3.837
H -7.842 -3.177 2.356
C 2.940 -0.042 3.208
H 4.803 -1.817 6.749
O 0.027 7.410 1.943
H -0.218 9.230 -2.455
H -0.635 -5.898 0.669
H 1.978 5.651 2.182
H -7.480 -4.557 3.418
C -5.300 9.918 -3.249
H 1.363 3.513 0.092
O -1.428 -3.513 -1.598
H -0.980 9.745 -4.642
H -6.628 -4.363 1.851
C 6.640 -0.938 5.981
C -0.792 8.451 -2.975
C 3.762 -2.226 2.773
H 2.571 -2.663 -4.869
C -1.141 8.197 2.060
H -0.179 7.080 -0.707
C -7.051 -3.835 2.714
F -1.108 1.064 5.519
O -0.678 -6.459 -1.295
C 2.942 5.249 -0.504
H -5.303 7.180 -4.187
H -5.031 10.490 -4.144
O 0.343 -3.648 -5.897
H -5.091 -6.264 -1.683
O 1.619 5.565 -0.121
C -1.634 9.091 -4.059
C 5.385 -0.897 6.876
H 4.044 -1.482 -7.769
H -3.595 -1.527 0.659
H -0.521 6.504 3.730
H -2.624 -4.846 -0.538
C 5.260 -6.453 4.968
C 0.375 6.745 3.147
H 1.679 -5.168 -6.383
H 6.469 0.834 4.739
H 3.550 6.143 -0.370
H -0.953 9.079 2.682
H -1.426 8.521 1.060
H -5.063 -4.497 -1.793
H 7.312 -0.517 3.978
H 5.738 -0.865 7.913
H 0.249 -6.569 -8.287
C 4.078 -6.785 4.353
O -2.175 8.175 -5.004
H 4.794 0.013 6.728
H -5.097 10.537 -2.376
H -0.898 -4.915 -3.044
C -0.961 6.721 -1.380
H -0.535 6.031 -2.117
H -1.624 -3.745 0.386
C 0.727 0.496 4.172
H 3.597 -4.109 -5.094
O -3.224 -2.429 2.410
H 1.818 -6.570 -9.106
H 0.387 -7.718 -2.477
H 5.681 -7.161 5.680
C -0.543 -5.434 -0.323
O -6.078 -3.036 3.348
I 0.949 -1.868 1.615
O -4.909 -0.039 3.332
H 3.356 4.456 0.128
C 2.730 -1.313 2.643
C 0.199 -3.032 -7.170
H -4.606 0.499 1.389
C -4.054 -1.551 1.652
Cl 7.939 -0.002 6.870
H 0.679 1.955 5.854
H -0.232 2.462 4.354
C 0.774 4.426 -0.051
C 5.973 -3.026 3.524
H 4.894 -1.971 -6.285
C 4.951 -1.909 3.415
C 2.784 -3.512 -5.529
H 4.324 1.253 4.230
H -0.864 -4.681 -8.028
O 3.190 -3.928 1.151
C -2.978 -4.364 -3.319
C -1.633 -4.391 -0.498
C -3.196 7.293 -4.557
C 0.863 -6.052 -9.033
H 3.535 -7.704 4.552
C 5.164 -0.650 3.931
H -3.609 -3.492 -3.113
H 3.339 -1.081 -6.195
C 4.170 -4.704 3.207
H -5.052 -1.971 1.523
H -0.359 -3.434 -9.198
H 7.024 -1.958 5.902
H -2.871 6.721 -3.687
*
```

## Properties
E_HOMO, eV: -8.9
LUMO, eV: -0.75
HOMO-LUMO gap, eV: 8.14

***

Here is a structure of composition C34H35BFeN9O3S in a non-equilibrium geometry from OMol25. Energies are from the ωB97M-V functional and the def2-TZVPD basis.

ORCA input file:
```
! wB97M-V def2-TZVPD RIJCOSX def2/J DEFGRID3
* xyz 1 5
C 0.366 0.484 -4.290
H 3.461 1.059 0.955
H 2.214 -2.453 2.043
S 3.861 -2.129 -0.665
H 0.883 -3.618 1.927
C 2.221 -1.609 -0.618
C 0.042 -4.522 -1.536
C -1.601 2.250 5.206
H 2.228 2.267 -1.036
C -0.314 -1.885 4.233
N 0.887 1.932 1.185
C 0.350 1.085 -5.509
H -1.845 -0.723 -1.828
C -3.416 1.466 1.553
O -0.846 2.979 -0.986
N -0.090 -1.971 -0.479
H 1.607 -1.225 -6.167
H 1.765 -3.433 3.442
N -0.629 0.038 3.213
C 2.096 -0.386 -0.032
H -4.100 5.441 3.823
H 2.130 -4.091 -1.843
C 0.169 2.497 -5.595
C -1.177 -2.738 -0.540
O 0.299 0.579 -2.024
C -0.154 2.677 -3.198
C -0.890 4.971 -2.227
H 5.427 -0.560 0.341
H 2.073 4.863 2.011
N 0.161 2.242 2.278
N -1.747 0.508 0.499
C 1.697 2.956 0.923
H 0.561 -0.573 -4.171
C 1.379 -2.894 2.578
H -1.027 5.409 -1.243
C 3.341 0.131 0.418
H -1.811 5.106 -2.800
C -3.246 5.453 4.499
H -0.349 -2.685 4.956
C -2.146 3.400 5.699
C 1.541 3.928 1.921
N -1.733 2.270 3.852
H -2.056 -4.625 -1.037
H 2.296 4.024 -0.806
C 1.177 -3.735 -1.474
H -0.081 5.483 -2.749
C -2.827 0.400 -0.282
C 0.429 -1.837 3.044
N -2.106 1.189 1.606
C 0.682 -0.948 -6.675
C -0.086 3.247 -4.456
H -3.580 5.761 5.489
H -2.844 0.613 -2.400
C 1.084 -2.468 -0.908
H -2.543 6.202 4.130
N 0.212 -0.677 2.408
O 0.508 0.471 -6.678
C 0.160 1.233 -3.077
C 0.562 3.434 2.753
C -3.920 0.979 0.364
H -1.114 1.439 5.726
C -2.776 -0.187 -1.656
C -0.972 -0.683 4.291
H -4.936 1.040 0.009
H 0.090 -5.519 -1.957
Fe 0.237 0.267 0.071
H -2.235 3.694 6.735
C -1.156 -4.026 -1.039
H -3.912 2.003 2.342
H -3.620 -0.858 -1.822
H 3.574 3.011 -0.151
H -0.254 4.309 -4.563
H -0.167 -1.442 -6.197
N -2.333 3.429 3.454
C -2.595 4.108 4.557
C -0.622 3.496 -2.049
B -1.081 1.432 2.762
H 0.132 3.872 3.640
H 0.735 -1.244 -7.716
C 4.377 -0.702 0.129
H 0.211 2.959 -6.576
H -1.664 -0.310 5.030
H -2.094 -2.303 -0.157
C 2.500 3.059 -0.336
*
```

## Properties
Expectation value of S²: 6.22
E_HOMO (alpha / beta), eV: -10.9 / -11.0
LUMO (alpha / beta), eV: -3.59 / -5.61
HOMO-LUMO gap (alpha / beta), eV: 7.36 / 5.37

***

Here is a structure of composition C28H46AsN3OS7Si4Tc in a non-equilibrium geometry from OMol25. Energies are from the ωB97M-V functional and the def2-TZVPD basis.

ORCA input file:
```
! wB97M-V def2-TZVPD RIJCOSX def2/J DEFGRID3
* xyz 1 1
H 2.752 1.637 -4.165
H -0.626 4.480 -1.954
C 2.648 -0.480 3.411
H 0.201 5.066 -4.208
H 2.195 -2.575 -3.142
C 2.823 -3.603 0.761
S 4.323 -0.291 3.821
H 3.871 -3.834 0.574
C -0.835 -0.239 -3.107
H 1.053 -5.937 -0.529
H 0.243 -0.262 -3.239
H 3.483 -3.544 -2.468
S 1.781 -1.872 3.947
S -1.213 1.971 2.544
Tc 0.239 0.329 1.857
C 0.119 3.873 -2.439
Si -0.983 -4.780 0.439
C -2.848 -5.203 0.338
C 2.443 -3.262 -2.340
H 2.290 -4.547 0.820
C 3.123 -0.847 -0.503
C -1.416 3.127 1.223
H -2.977 -6.283 0.308
H -3.284 5.295 2.825
H -1.265 0.127 -4.038
H -0.231 -7.075 -0.210
C 5.280 2.257 3.075
H -1.854 -2.956 -4.882
H 5.753 4.241 2.472
H -0.256 -3.354 -4.288
H -4.012 2.330 2.615
H -1.133 -5.324 2.885
H -1.051 0.498 -2.336
H -1.656 -4.223 -3.694
C 3.719 3.760 2.008
H 4.048 -0.992 0.055
C -0.392 -4.834 2.259
H -4.739 3.500 3.717
O 0.686 1.346 0.110
C -3.390 -1.784 -2.216
H 2.770 -3.134 1.742
H -1.596 5.296 -0.103
H -4.472 4.259 -0.178
Si -1.531 -1.954 -2.619
S -1.166 -0.960 0.656
C -4.266 3.379 2.747
N -2.272 4.123 1.456
S -3.067 -3.378 4.543
H -2.346 3.967 3.520
C 1.585 1.965 -2.408
C 1.515 3.383 -4.338
C 2.021 2.271 -3.681
H -3.322 -4.804 -0.555
H -3.400 -4.832 1.197
H 3.401 -0.488 -1.490
N -0.815 3.125 0.058
H 6.253 2.044 3.489
As -2.595 -1.538 3.798
S -0.130 -0.942 3.865
H 0.543 -5.378 2.367
H 1.858 3.623 -5.335
H -0.235 -3.840 2.674
Si -0.315 -2.723 -0.681
C 0.618 2.749 -1.780
C -3.515 4.482 -0.641
H -3.109 3.564 -1.057
C 2.992 1.567 2.601
H -4.975 3.667 1.975
H -2.951 5.978 0.821
H 1.727 3.041 1.676
H -3.569 -0.983 -1.506
C 0.145 2.349 -0.436
H -0.304 -6.059 -1.631
H 2.570 -0.051 -0.010
C -0.022 -6.077 -0.582
H -3.673 5.191 -1.448
H -3.960 -1.558 -3.113
Si 2.115 -2.483 -0.627
N 2.102 0.522 2.744
C 4.273 1.308 3.120
H 3.516 4.730 1.581
H 1.975 1.108 -1.884
C 2.714 2.816 2.052
C -1.296 -3.247 -3.998
C -3.010 4.246 2.698
S -2.754 -1.946 1.486
C 4.988 3.482 2.509
C 0.579 4.188 -3.704
H 1.840 -4.156 -2.472
C -2.546 5.065 0.383
H -3.801 -2.692 -1.787
*
```

## Properties
E_HOMO, eV: -10.5
LUMO, eV: -4.20
HOMO-LUMO gap, eV: 6.30

***

Here is a structure of composition C12H25AgN3O3V in a non-equilibrium geometry from OMol25. Energies are from the ωB97M-V functional and the def2-TZVPD basis.

ORCA input file:
```
! wB97M-V def2-TZVPD RIJCOSX def2/J DEFGRID3
* xyz 2 1
H -0.695 -3.192 1.667
N 1.764 -0.647 0.404
C 0.122 -0.174 3.050
H 1.115 -3.948 -1.576
H -1.211 0.755 -2.129
H 2.092 3.767 0.947
C 0.127 -3.264 0.938
H -2.651 -0.256 -0.063
H 0.515 -2.513 -2.447
C -1.105 1.697 -1.570
H -2.617 -1.135 -1.590
V 0.123 -0.023 0.157
H 1.006 -2.688 1.270
H -2.229 -3.908 -0.239
C 0.816 -2.889 -1.460
C 2.761 -1.198 1.026
H -0.609 4.337 -1.356
N -0.143 1.682 -0.513
H -2.115 1.976 -1.212
H -1.638 3.650 0.849
H 2.461 2.427 -0.132
H -0.239 4.379 1.616
H -0.845 -4.792 -0.923
H 0.703 -1.097 2.786
H 1.721 -2.330 -1.166
H -1.709 -3.565 -1.937
H -2.863 -1.995 -0.015
C 1.722 2.788 0.606
C -0.339 -2.815 -0.460
O 3.971 -1.164 0.836
C -2.304 -1.187 -0.545
O -0.454 0.328 1.956
H 0.847 4.911 -0.502
C 0.378 4.032 -0.988
H -0.689 2.718 2.056
Ag 2.301 -0.084 -1.676
N -0.861 -1.425 -0.428
C -0.627 3.434 1.211
O 0.016 0.308 4.167
C -1.370 -3.814 -0.921
H 0.405 -4.328 0.937
H -0.738 2.476 -2.279
H 1.807 2.096 1.449
H 0.986 3.716 -1.864
C 0.293 2.954 0.064
*
```

## Properties
E_HOMO (alpha / beta), eV: -16.6 / -16.6
LUMO (alpha / beta), eV: -10.37 / -10.37
HOMO-LUMO gap (alpha / beta), eV: 6.18 / 6.19

***

Here is a structure of composition C6H11N5PRh in a non-equilibrium geometry from OMol25. Energies are from the ωB97M-V functional and the def2-TZVPD basis.

ORCA input file:
```
! wB97M-V def2-TZVPD RIJCOSX def2/J DEFGRID3
* xyz 0 5
H -2.295 1.685 -1.592
C -0.470 0.380 -1.376
N 1.199 0.138 2.852
H 0.090 -4.834 0.296
H -1.905 -0.703 3.028
C -0.317 2.639 -1.101
Rh 0.146 -1.932 0.915
H -0.858 -3.602 -1.315
C -1.226 1.597 -1.422
N 0.749 0.640 3.992
H 1.919 2.757 -1.005
C 0.932 0.730 -1.220
P 0.232 -3.558 -0.367
C -0.931 -0.281 3.178
H 2.498 1.159 4.667
N -0.555 0.407 4.265
H 1.182 1.324 5.766
H 1.748 0.013 -1.172
H -0.600 3.686 -0.946
H 1.416 -3.721 -1.146
H -0.856 -0.638 -1.422
C 1.023 2.157 -1.124
N 0.094 -0.454 2.324
N 1.536 1.435 4.825
*
```

## Properties
Expectation value of S²: 6.04
E_HOMO (alpha / beta), eV: -3.8 / -8.0
LUMO (alpha / beta), eV: 0.45 / -2.05
HOMO-LUMO gap (alpha / beta), eV: 4.24 / 5.96

***

no.,E_tot (a.u.)
1,-6667.30549
2,-3721.78492
3,-7595.90458
4,-1952.46040
5,-960.56583